C3H7NO3P as an isolated structure. Source: the Open Molecules 2025 dataset; level of theory: wB97M-V/def2-TZVPD.

molecular weight: 136.07 g mol⁻¹
lowest unoccupied orbital energy: 4.087 eV
HOMO-LUMO gap: 0.2999 hartree

Geometry as ORCA input:
```
! RIJCOSX wB97M-V def2-TZVPD def2/J DEFGRID3
* xyz -1 1
C -1.17544 0.44038 -0.47920
C -1.07469 -0.98263 0.08002
C -0.06589 1.37938 0.10024
N 0.10798 -1.53730 -0.49777
O 1.82309 -0.14991 1.58471
O 3.09919 -0.41421 -0.65415
O 1.13453 1.23626 -0.59343
P 1.89200 -0.12668 0.10302
H -1.03574 0.30011 -1.56400
H -2.13953 0.90395 -0.24194
H -0.83570 -0.81554 1.11107
H -1.91591 -1.68497 -0.06837
H -0.44362 2.38733 -0.23257
H 0.23920 1.31295 1.12616
H 0.39050 -2.24912 0.22621
*
```

An isolated ion of composition C4H5N2 and charge +1. Source: the Open Molecules 2025 dataset; level of theory: wB97M-V/def2-TZVPD.

molecular weight: 81.10 g mol⁻¹
lowest unoccupied orbital energy (alpha / beta): -8.346 / -8.171 eV
SMILES string: CC1=[N+]=NC=C1
HOMO-LUMO gap (alpha / beta): 0.2476 / 0.2690 hartree

Geometry as ORCA input:
```
! RIJCOSX wB97M-V def2-TZVPD def2/J DEFGRID3
* xyz 1 1
C 0.92107 0.94224 -0.02282
C -0.28832 0.23998 -0.09130
N -1.71196 1.28448 0.00311
N -2.60700 0.51344 -0.03645
C -2.29535 -0.84601 -0.00210
C -0.88028 -0.96992 0.05146
H 1.03541 1.50670 1.05611
H 0.95718 1.73739 -0.68928
H 1.69995 0.31917 0.13412
H -3.17908 -1.45658 0.04929
H -0.22401 -1.80023 0.13772
*
```

C34H31BrGeIN4O2Re as an isolated structure. Source: the Open Molecules 2025 dataset; level of theory: wB97M-V/def2-TZVPD.

expectation value of S²: 0.773
molecular weight: 993.27 g mol⁻¹
lowest unoccupied orbital energy (alpha / beta): 2.335 / 2.332 eV
HOMO-LUMO gap (alpha / beta): 0.2056 / 0.2080 hartree

Geometry as ORCA input:
```
! RIJCOSX wB97M-V def2-TZVPD def2/J DEFGRID3
* xyz -1 2
Re -0.28806 -0.47119 0.27312
C -2.78631 0.49949 2.05451
C -1.49180 0.12498 2.38585
C -0.58737 1.12103 1.83756
C -1.42909 2.14727 1.28242
C -2.74546 1.75493 1.39153
H -3.67914 -0.07524 2.25848
H -1.19893 -0.72958 2.97681
H 0.39922 1.32642 2.23091
H -1.06582 3.05128 0.81922
H -3.59966 2.27265 0.97739
C 1.21290 -1.12400 0.83988
Ge 2.85809 -2.06598 1.07936
C 3.70097 -1.44091 2.73268
C 5.00866 -1.78410 3.07340
C 5.58079 -1.33277 4.25506
C 4.84734 -0.52730 5.11600
C 3.54514 -0.17578 4.78989
C 2.97830 -0.62851 3.60515
C 2.43983 -3.97706 1.18178
C 1.11142 -4.39834 1.19528
C 0.79908 -5.75126 1.25410
C 1.81110 -6.69916 1.30246
C 3.13907 -6.29263 1.28455
C 3.44707 -4.94082 1.22081
C 4.13438 -1.84020 -0.38423
C 4.01053 -2.61391 -1.53710
C 4.82631 -2.38803 -2.63728
C 5.78252 -1.38251 -2.59782
C 5.92151 -0.60931 -1.45436
C 5.10235 -0.83878 -0.35653
H 5.59668 -2.40289 2.40297
H 6.59931 -1.60672 4.50338
H 5.29176 -0.17256 6.03808
H 2.96963 0.45552 5.45596
H 1.96232 -0.34730 3.34863
H 0.32062 -3.65626 1.14631
H -0.23809 -6.06416 1.25722
H 1.56719 -7.75385 1.34723
H 3.93338 -7.02907 1.31436
H 4.48864 -4.63628 1.19017
H 3.25261 -3.38865 -1.58722
H 4.69938 -2.98223 -3.53402
H 6.40336 -1.18935 -3.46475
H 6.65924 0.18375 -1.42246
H 5.20782 -0.21635 0.52584
Br 1.32954 -2.14336 -4.69829
C 2.64277 -0.78603 -4.92518
C 3.43850 -0.85571 -6.06160
C 4.41147 0.10599 -6.27965
C 4.57816 1.13544 -5.36292
C 3.77857 1.19111 -4.23289
C 2.80100 0.22864 -3.99038
I 1.68734 0.30296 -2.17662
H 3.29057 -1.66209 -6.76753
H 5.03232 0.05091 -7.16495
H 5.33453 1.89343 -5.52584
H 3.91702 1.98575 -3.51025
C -1.42571 2.46160 -1.95973
C -2.28060 1.21346 -1.87358
O -3.35597 1.19307 -2.48016
O -1.86202 0.21406 -1.17016
H -1.20102 2.64340 -3.01159
H -0.50466 2.36912 -1.39514
H -2.00600 3.30774 -1.59032
N -3.21105 -3.29752 -4.54215
C -2.64675 -2.71561 -3.44502
N -3.15946 -1.59086 -2.97432
N -1.62449 -3.36425 -2.89459
C -1.10797 -2.72952 -1.87081
N -0.68405 -2.13181 -0.97799
H -3.75398 -2.71682 -5.15619
H -2.64256 -4.00280 -4.97825
H -3.83704 -1.04686 -3.48202
H -2.70335 -1.05570 -2.21768
*
```

Q: Which max |F| values were calculated for the entries above? A: 0.0750; 0.0860; 0.0077, in Eh/bohr.